(1)
Molecular formula: C4H4ClO3
Method: DFT, wB97M-V/def2-TZVPD

CARTESIAN COORDINATES (ANGSTROEM)
H (0.68, -2.24, -0.04)
C (1.15, -0.54, -1.21)
H (1.42, 0.23, 0.96)
H (-0.45, 2.40, 0.51)
O (0.98, -1.71, -1.62)
O (1.51, 0.47, -1.80)
C (0.91, -0.49, 0.33)
O (0.78, -1.72, 0.82)
C (-1.09, 0.43, 0.50)
Cl (-2.34, -0.74, 0.48)
H (-2.27, 2.19, 0.53)
C (-1.29, 1.73, 0.52)

Calculated values
relative energy (zero: lowest compared OMol25 entry of this formula, charge and spin): 151.44 kJ/mol
E_LUMO: 0.131 Eh
charge: -1


(2)
Molecular formula: C26H57BrN9O5P2
Method: DFT, wB97M-V/def2-TZVPD

CARTESIAN COORDINATES (ANGSTROEM)
H (5.61, 7.39, -1.21)
C (-2.47, -2.45, -0.19)
O (-6.72, -3.87, 0.07)
H (4.90, -2.99, 1.60)
H (0.34, 2.30, 1.01)
C (-6.00, 0.21, -2.52)
H (3.14, 8.51, -2.67)
Br (-4.60, 2.22, -1.07)
H (0.97, 1.62, -1.09)
H (3.11, -6.59, 1.96)
H (2.73, -5.01, 5.32)
H (0.51, -0.08, -0.88)
H (-6.07, 0.98, -4.59)
C (3.22, -4.66, 0.14)
H (-0.08, -4.78, 0.78)
C (-4.82, -4.49, -2.52)
H (4.58, 7.68, -3.31)
H (3.55, 3.21, 0.68)
H (1.25, 6.15, 1.73)
O (-5.34, -5.58, -0.21)
H (-1.02, -0.23, -2.71)
H (-1.00, 1.14, 1.24)
H (-1.02, 2.18, -2.03)
H (3.62, -1.79, 1.78)
H (4.11, -5.27, 0.37)
C (1.05, 8.34, -0.16)
H (-4.83, -3.13, 1.92)
H (-3.83, -3.99, -2.62)
N (3.68, 6.73, -1.63)
N (0.85, -5.08, 2.66)
C (-4.50, -3.53, 0.95)
H (4.25, -6.75, 3.28)
O (-4.14, -6.61, -1.76)
H (-5.03, -4.99, -3.49)
H (2.98, 7.01, -3.61)
N (2.79, 4.60, -0.69)
C (-6.60, 1.11, -3.63)
N (3.27, -4.91, 3.26)
H (-6.53, 2.17, -3.31)
C (-5.64, -4.29, 0.23)
H (0.26, -4.43, 4.58)
N (2.05, 7.31, 0.12)
C (3.95, -2.64, 1.18)
C (-3.81, -0.56, -1.38)
H (3.50, 4.82, 1.30)
N (-2.49, -0.70, -1.45)
C (0.23, -5.58, 1.45)
C (-1.21, 1.31, -1.36)
H (1.06, 8.62, -1.21)
H (2.96, 6.64, 1.90)
H (0.68, 0.59, 1.48)
H (0.04, 8.01, 0.09)
C (2.86, 3.63, -1.76)
H (-0.93, -4.11, 3.30)
C (3.59, 7.53, -2.86)
C (3.69, 4.25, 0.39)
H (-0.69, -5.76, 3.93)
C (0.17, 0.96, -0.68)
N (-1.73, -1.62, -0.89)
H (4.34, 8.36, -0.44)
H (0.90, -6.26, 0.92)
C (3.55, -4.66, 4.68)
C (3.26, -6.34, 3.01)
C (-4.63, -1.43, -0.59)
H (4.47, -5.15, 4.99)
H (4.77, 6.76, 0.19)
H (-3.70, -4.27, 1.17)
P (2.02, -3.80, 2.60)
N (-1.78, 0.24, -2.22)
H (-5.62, -3.75, -2.33)
H (1.71, 7.81, 2.15)
O (0.64, 5.64, -0.88)
H (-5.97, -0.83, -2.93)
H (-1.91, -3.28, 0.29)
P (2.09, 6.10, -1.11)
C (0.04, 1.25, 0.86)
N (2.95, -3.69, 1.17)
H (3.68, -3.59, 4.85)
H (-7.66, 0.80, -3.77)
C (1.98, 6.95, 1.53)
H (-5.72, -1.33, -0.49)
O (1.01, -2.75, 2.11)
H (4.74, 4.39, 0.11)
C (-0.18, -4.83, 3.66)
H (-6.59, 0.21, -1.58)
H (2.80, 2.60, -1.38)
C (-4.50, 0.57, -2.17)
H (3.41, -4.16, -0.81)
C (-4.73, -5.63, -1.47)
H (-0.65, -6.19, 1.67)
H (2.38, -5.32, -0.05)
C (4.63, 7.34, -0.72)
H (2.01, 3.75, -2.45)
H (4.14, -2.25, 0.17)
H (-4.01, 0.77, -3.15)
H (3.78, 3.73, -2.34)
C (-3.87, -2.46, 0.05)
H (1.27, 9.25, 0.41)
H (2.51, -6.87, 3.60)
H (-1.92, 1.65, -0.59)

Calculated values
relative energy (zero: lowest compared OMol25 entry of this formula, charge and spin): 485.69 kJ/mol
E_LUMO: -0.171 Eh
charge: +1


(3)
Molecular formula: C2H2ClF
Method: DFT, wB97M-V/def2-TZVPD

CARTESIAN COORDINATES (ANGSTROEM)
F (-2.48, 1.22, 0.12)
H (0.52, -0.05, -0.59)
C (-1.47, 0.74, -0.49)
C (-0.34, 0.19, -0.14)
H (-0.25, -0.23, 0.98)
Cl (-1.54, 1.14, -3.07)

Calculated values
relative energy (zero: lowest compared OMol25 entry of this formula, charge and spin): 321.98 kJ/mol
E_LUMO (alpha / beta): -0.079 / -0.079 Eh
charge: 0